# 1
Molecular formula: C3H11N3O2
Method: DFT, ωB97M-V/def2-TZVPD

Last column: Mulliken charge in e.
Atoms and positions in Å:
C1 0.19898 1.61803 1.51854  -0.954
C2 1.51333 0.00181 -1.04485  -0.577
N1 0.14969 0.33559 0.85546  -0.248
H1 0.57211 -0.49623 1.25417  0.282
H2 -0.35851 1.57750 2.46042  0.290
H3 -0.22116 2.42255 0.91527  0.298
H4 1.24134 1.87139 1.72364  0.293
H5 2.18061 0.49824 -0.34566  0.251
H6 2.05800 -0.89564 -1.32479  0.310
H7 1.23699 0.63756 -1.87882  0.268
C3 -0.83434 -0.04299 -0.14324  0.769
N2 0.10294 -2.20997 -0.38939  -0.633
O1 -1.87208 -0.63045 0.61755  -0.554
O2 -1.28418 1.07118 -0.85284  -0.569
N3 -0.18233 -0.93948 -1.04373  -0.421
H8 -2.67798 -0.11248 0.50010  0.355
H9 -1.36828 0.72622 -1.75443  0.365
H10 -0.74846 -2.55424 0.06373  0.225
H11 0.29332 -2.87859 -1.13115  0.249

The charge is 0. For the relative energy (zero: lowest compared OMol25 entry of this formula, charge and spin), the calculation gives 489.5 kJ/mol. The calculation puts the frontier orbital gap at 0.308 Ha. For the highest occupied orbital energy, the calculation gives -7.51 eV.

***

# 2
Molecular formula: C35H45BrHgN4P2
Method: DFT, ωB97M-V/def2-TZVPD

Last column: Mulliken charge in e.
Atoms and positions in Å:
C1 -4.82813 -5.49455 4.04948  -0.303
C2 -3.52910 -5.59737 3.51819  0.625
C3 -2.86604 -6.82124 3.70497  -0.340
C4 -3.50700 -7.86281 4.38981  -0.344
N1 -4.74512 -7.74198 4.87662  0.022
C5 -5.39549 -6.58585 4.72041  -0.353
C6 -2.89547 -4.49365 2.83424  -0.247
C7 -2.48678 -3.46868 2.30779  -0.574
C8 -1.75101 -2.27502 2.10136  0.894
C9 -2.24012 -1.32249 1.19109  -1.299
C10 -1.40889 -0.24852 0.83508  -0.835
C11 -0.13763 -0.21384 1.39197  0.444
C12 0.30555 -1.00216 2.43675  -0.515
C13 -0.53158 -2.08686 2.78507  -0.534
Hg1 1.15052 0.24054 -0.25903  0.925
P1 0.44240 -0.00648 -2.60220  0.349
H1 -1.86252 -6.97706 3.32927  0.469
H2 -5.40410 -4.58271 3.95142  0.459
H3 -2.99152 -8.82055 4.54451  0.403
H4 -6.40817 -6.50745 5.14107  0.406
H5 -0.23931 -2.82154 3.53645  0.509
H6 -3.23207 -1.45275 0.75999  0.519
H7 1.29008 -0.83874 2.86405  0.645
H8 -1.67200 0.46559 0.06098  0.895
C14 1.37552 1.12774 -3.67973  -0.655
C15 1.89970 0.49533 -4.96290  -1.222
H9 2.20010 1.53603 -3.07337  0.438
H10 0.70097 1.96501 -3.91757  0.500
H11 2.51345 1.24090 -5.47839  0.428
H12 2.53651 -0.37650 -4.77315  0.252
H13 1.09614 0.20266 -5.65148  0.293
C16 0.80621 -1.78831 -2.87113  0.514
C17 -0.37404 -2.71468 -3.15500  -1.574
H14 1.32239 -2.08811 -1.94229  -0.462
H15 1.55353 -1.87785 -3.67261  0.372
H16 -0.02882 -3.74792 -3.02989  0.463
H17 -1.22730 -2.56843 -2.47587  0.284
H18 -0.72060 -2.61744 -4.19114  0.334
C18 -1.30732 0.34670 -2.96689  -0.323
C19 -1.64576 0.28505 -4.45715  -1.249
H19 -1.49787 1.35334 -2.55325  0.327
H20 -1.90559 -0.37211 -2.38494  0.355
H21 -2.73088 0.37789 -4.55405  0.431
H22 -1.19972 1.11453 -5.01760  0.310
H23 -1.35581 -0.65665 -4.94276  0.240
Br1 2.32192 2.45598 0.75490  -0.433
P2 4.50679 -1.63375 0.47457  -0.301
C20 3.83386 -1.76314 -1.22929  0.984
C21 4.99336 -2.01763 -2.20131  -1.537
H24 3.30826 -0.81664 -1.46131  -0.688
H25 3.10832 -2.59746 -1.24256  0.245
H26 4.61554 -2.41053 -3.15168  0.384
H27 5.54406 -1.09046 -2.40730  0.350
H28 5.70579 -2.74430 -1.78572  0.425
C22 4.36820 0.08371 1.04475  0.531
C23 5.52425 0.59636 1.90861  -1.421
H29 3.41264 0.11430 1.59173  -0.379
H30 4.26537 0.67460 0.11923  0.402
H31 5.47167 1.68707 1.91347  0.373
H32 5.45098 0.23933 2.94249  0.324
H33 6.49799 0.28799 1.51327  0.353
C24 3.33111 -2.54883 1.53438  0.241
C25 3.91097 -3.95175 1.76017  -1.451
H34 2.34581 -2.58296 1.04116  -0.049
H35 3.23999 -1.99431 2.48530  0.270
H36 3.37739 -4.43345 2.58565  0.416
H37 3.79845 -4.57909 0.86590  0.312
H38 4.97969 -3.89982 2.01194  0.375
N2 -2.86292 11.59331 -0.35333  -0.455
C26 -2.73636 10.43607 -0.24481  0.015
C27 -2.58798 9.01440 -0.08458  0.396
C28 -2.92164 8.42591 1.14769  -1.045
C29 -2.74403 7.05157 1.33314  -0.430
C30 -2.23236 6.28503 0.28442  2.104
C31 -1.92449 6.85403 -0.96055  -0.488
C32 -2.11915 8.22660 -1.14732  -1.111
N3 -2.01191 4.91130 0.46821  0.276
C33 -2.36376 4.14898 1.57754  -0.249
C34 -1.97139 2.86515 1.28722  -0.812
N4 -1.39733 2.81508 0.02808  -0.096
C35 -1.40554 4.05755 -0.43490  -0.454
H39 -3.31502 9.04709 1.95069  0.436
H40 -2.98864 6.59382 2.29000  0.278
H41 -1.54332 6.25179 -1.78635  0.195
H42 -1.90217 8.67850 -2.12035  0.416
H43 -2.86143 4.54007 2.45034  0.333
H44 -2.08326 1.98621 1.89974  0.372
H45 -1.00700 4.42130 -1.37141  0.321

The charge is +2. For the relative energy (zero: lowest compared OMol25 entry of this formula, charge and spin), the calculation gives 157.5 kJ/mol. The calculation puts the frontier orbital gap (alpha / beta) at 0.142 / 0.053 Ha. For the highest occupied orbital energy (alpha / beta), the calculation gives -11.67 / -11.74 eV.

***

# 3
Molecular formula: C2H10NO2
Method: DFT, ωB97M-V/def2-TZVPD

Last column: Mulliken charge in e.
Atoms and positions in Å:
C1 -1.30390 -0.50774 2.12252  -0.754
C2 -0.40524 -1.13993 -0.01750  0.073
N1 -0.65423 -0.22190 0.83052  0.085
H1 -0.56524 -0.30661 2.88755  0.304
H2 -2.13871 0.19140 2.21654  0.316
H3 -1.77587 -1.48506 2.10508  0.343
H4 -1.12419 -1.94266 -0.15083  0.273
H5 0.42404 -1.05352 -0.68566  0.105
H6 -0.16043 0.68835 0.66672  0.308
H7 2.21931 -0.71746 -2.25573  0.326
H8 1.38447 -0.33176 -3.42923  0.310
O1 1.29578 -0.56358 -2.49611  -0.660
H9 0.35291 2.95100 0.18620  0.310
H10 1.33248 1.97386 -0.49516  0.305
O2 0.57116 2.01732 0.09403  -0.644

The charge is +1. For the relative energy (zero: lowest compared OMol25 entry of this formula, charge and spin), the calculation gives 90.9 kJ/mol. The calculation puts the frontier orbital gap at 0.410 Ha. For the highest occupied orbital energy, the calculation gives -15.66 eV.

***

# 4
Molecular formula: C28H28N3RuS2
Method: DFT, ωB97M-V/def2-TZVPD

Last column: Löwdin spin population.
Atoms and positions in Å:
Ru1 0.22191 0.05905 -0.03075  0.809
C1 0.05331 1.39201 -2.89885  0.002
N1 -0.69512 1.36266 -1.61178  0.000
C2 -1.99983 0.70749 -1.92418  0.000
C3 -2.72355 0.28328 -0.67393  0.000
N2 -1.98613 -0.83009 -0.04392  0.006
C4 -2.50502 -1.03825 1.32062  0.000
C5 -2.11262 -2.05181 -0.83978  0.002
C6 -3.34813 -2.69382 -0.90758  0.000
C7 -3.51433 -3.84889 -1.64729  0.000
C8 -2.42530 -4.37054 -2.33744  0.000
C9 -1.20232 -3.73448 -2.28281  0.000
C10 -1.01572 -2.56070 -1.53740  0.002
S1 0.56827 -1.79982 -1.55578  0.019
C11 -0.95336 2.72364 -1.11192  0.003
C12 -1.31832 3.72743 -2.00612  0.000
C13 -1.60064 5.00626 -1.56239  0.003
C14 -1.52385 5.28419 -0.20222  0.000
C15 -1.16875 4.29128 0.68776  0.003
C16 -0.87778 2.99030 0.25558  0.002
S2 -0.43153 1.77408 1.43688  0.023
H1 0.81389 2.16266 -2.87352  0.000
H2 -0.62435 1.60126 -3.73070  0.000
H3 0.51199 0.41873 -3.05411  0.001
H4 -1.78610 -0.16586 -2.54318  0.000
H5 -2.61501 1.39822 -2.50780  0.000
H6 -3.74866 -0.01887 -0.91643  0.000
H7 -2.76647 1.10483 0.04274  0.000
H8 -3.59726 -1.10005 1.33182  0.000
H9 -2.19825 -0.20002 1.94498  0.000
H10 -2.12367 -1.97941 1.71695  0.000
H11 -4.19504 -2.28343 -0.37155  0.000
H12 -4.47900 -4.33681 -1.68562  0.000
H13 -2.53379 -5.27564 -2.92139  0.000
H14 -0.35409 -4.13457 -2.82353  0.000
H15 -1.38133 3.50967 -3.06431  0.000
H16 -1.87575 5.77741 -2.26924  0.000
H17 -1.73491 6.28153 0.16200  0.000
H18 -1.09752 4.50491 1.74681  0.000
N3 0.72611 -1.44638 1.42982  -0.006
C17 1.89913 -1.47221 2.26587  0.004
C18 1.80683 -1.99217 3.54699  -0.001
C19 2.93495 -2.09057 4.34677  0.004
C20 4.15983 -1.67048 3.85327  -0.001
C21 4.23969 -1.12824 2.58021  0.004
C22 3.11553 -1.01088 1.76562  0.002
C23 3.19771 -0.27537 0.48345  0.028
C24 4.33579 -0.33403 -0.31287  -0.001
C25 4.46109 0.46750 -1.44588  0.034
C26 3.50012 1.41861 -1.72435  -0.002
C27 2.38901 1.51253 -0.88889  0.046
C28 2.15335 0.60152 0.13113  0.013
H19 -0.08712 -1.66716 1.99342  0.000
H20 0.81195 -2.16965 0.70527  0.000
H21 0.84687 -2.33624 3.91658  0.000
H22 2.85395 -2.49456 5.34707  0.000
H23 5.04781 -1.73995 4.46737  0.000
H24 5.18468 -0.74586 2.21652  0.000
H25 5.12303 -1.03778 -0.06874  -0.001
H26 5.32952 0.36107 -2.08328  0.002
H27 3.61478 2.08691 -2.57002  -0.001
H28 1.68883 2.32542 -1.01517  0.003

The charge is 0. The calculation puts the frontier orbital gap (alpha / beta) at 0.287 / 0.247 Ha. For the highest occupied orbital energy (alpha / beta), the calculation gives -7.24 / -7.16 eV. Its spin multiplicity is 2.

***

# 5
Molecular formula: C4H10
Method: DFT, ωB97M-V/def2-TZVPD

Last column: Löwdin spin population.
Atoms and positions in Å:
C1 -1.94012 -0.47732 -0.22153  -0.001
C2 -0.77660 0.27881 -0.12749  0.128
C3 -0.11192 1.16427 -1.03241  0.316
C4 1.85295 -1.06185 0.74549  0.007
H1 -2.34672 -0.88142 0.68633  0.000
H2 -2.28164 -0.34818 -1.25368  0.004
H3 -0.22271 0.29317 0.82482  0.001
H4 2.89776 -1.42535 0.76423  0.000
H5 -0.67385 1.56238 -1.86944  0.008
H6 -1.62762 2.11371 -0.10278  0.526
H7 0.71586 1.79695 -0.71303  0.003
H8 1.29919 -1.81698 0.17405  0.001
H9 1.82370 -0.03920 0.39814  0.005
H10 1.39172 -1.15896 1.72731  0.000

The charge is -1. For the relative energy (zero: lowest compared OMol25 entry of this formula, charge and spin), the calculation gives 309.0 kJ/mol. The calculation puts the frontier orbital gap (alpha / beta) at 0.195 / 0.203 Ha. For the highest occupied orbital energy (alpha / beta), the calculation gives -1.14 / -1.42 eV. Its spin multiplicity is 2.